(1)
The following is a DFT calculation (ωB97M-V with the def2-TZVPD basis set) of a molecular structure, C39H53ClHfOP4 at a distorted geometry.

**Gap between HOMO and LUMO**: 0.230 Ha

```
! RIJCOSX wB97M-V def2-TZVPD def2/J DEFGRID3
* xyz 2 1
P 1.347 0.943 -2.674
C 3.060 1.368 -2.994
C 3.813 0.748 -4.010
H 3.386 -0.079 -4.580
C 5.104 1.203 -4.287
H 5.682 0.721 -5.075
C 5.651 2.264 -3.558
H 6.662 2.609 -3.777
C 4.902 2.878 -2.549
H 5.324 3.704 -1.976
C 3.609 2.439 -2.265
H 3.012 2.922 -1.490
C 1.012 -0.646 -3.472
C 1.735 -1.775 -3.038
H 2.515 -1.666 -2.278
C 1.470 -3.030 -3.584
H 2.004 -3.903 -3.206
C 0.543 -3.166 -4.621
H 0.354 -4.143 -5.064
C -0.136 -2.041 -5.091
H -0.848 -2.134 -5.913
C 0.078 -0.788 -4.515
H -0.454 0.087 -4.901
C 0.310 2.208 -3.444
C 0.683 2.774 -4.682
H 1.587 2.428 -5.187
C -0.099 3.775 -5.260
H 0.201 4.203 -6.216
C -1.253 4.235 -4.615
H -1.848 5.028 -5.064
C -1.629 3.672 -3.392
H -2.525 4.023 -2.877
C -0.864 2.660 -2.812
H -1.170 2.230 -1.856
Hf 0.255 0.105 1.741
C -1.584 -1.341 1.339
C -1.898 -1.611 0.059
H -2.190 -1.796 2.134
C -1.053 -0.962 -1.037
O -1.960 -0.191 -1.874
H -1.461 0.303 -2.554
C -0.035 -0.114 -0.393
H -0.525 -1.731 -1.635
C 0.939 0.710 -0.662
Cl 2.099 1.417 2.464
P -1.429 2.050 2.237
P 1.731 -2.084 1.944
C -0.968 3.121 3.642
H 0.075 3.438 3.531
H -1.058 2.577 4.590
H -1.628 3.999 3.656
C -1.510 3.231 0.852
H -2.179 2.851 0.070
H -0.510 3.362 0.418
H -1.880 4.202 1.215
C -3.185 1.707 2.580
H -3.284 1.074 3.471
H -3.623 1.175 1.726
H -3.727 2.650 2.744
C 2.610 -2.358 3.522
H 1.912 -2.713 4.294
H 3.064 -1.421 3.868
H 3.396 -3.109 3.369
C 1.028 -3.729 1.597
H 0.661 -3.762 0.563
H 0.177 -3.917 2.265
H 1.787 -4.511 1.744
C 3.115 -2.000 0.759
H 3.479 -0.967 0.691
H 2.778 -2.321 -0.235
H 3.928 -2.654 1.104
P -3.238 -2.659 -0.583
C -3.862 -3.648 0.760
C -2.482 -3.659 -1.868
H -4.277 -3.004 1.544
H -3.066 -4.271 1.184
H -4.657 -4.300 0.374
H -2.139 -3.027 -2.697
H -3.217 -4.382 -2.247
H -1.622 -4.203 -1.457
C -4.496 -1.582 -1.260
H -4.790 -0.850 -0.501
H -5.372 -2.176 -1.560
H -4.080 -1.049 -2.120
H 1.586 1.261 0.036
C -0.546 -0.608 3.940
C -0.391 0.110 5.242
C -1.527 0.402 6.025
C -1.404 1.109 7.217
C -0.142 1.530 7.658
C 0.993 1.223 6.899
C 0.873 0.509 5.708
H 0.003 -1.566 3.979
H -1.608 -0.846 3.805
H -2.506 0.044 5.689
H -2.295 1.326 7.810
H -0.046 2.085 8.592
H 1.983 1.535 7.240
H 1.758 0.267 5.114
*
```

Mulliken population analysis, charges in e, atoms 1 to 2:
1. P 1.398
2. C 0.532



(2)
The following is a DFT calculation (ωB97M-V with the def2-TZVPD basis set) of a molecular structure, C25H44O2P2Sn at a distorted geometry.

**Gap between HOMO and LUMO (spin up / spin down)**: 0.129 / 0.129 Ha

```
! RIJCOSX wB97M-V def2-TZVPD def2/J DEFGRID3
* xyz 2 1
Sn 1.511 -0.461 -2.563
C 3.859 -1.043 2.870
C 2.503 -1.378 3.162
C 3.179 -2.621 1.359
C 4.281 -1.838 1.776
C 2.080 -2.346 2.209
C 4.676 -0.022 3.530
H 4.096 0.521 4.282
H 5.051 0.690 2.783
H 5.540 -0.442 4.061
C 5.614 -1.813 1.148
H 6.132 -0.883 1.400
H 5.533 -1.836 0.055
H 6.278 -2.653 1.412
C 3.205 -3.593 0.245
H 4.022 -4.320 0.364
H 3.350 -3.081 -0.719
H 2.261 -4.142 0.177
C 0.776 -3.036 2.214
H 0.754 -3.753 3.047
H 0.613 -3.619 1.301
H -0.075 -2.356 2.342
C 1.729 -0.963 4.345
H 1.460 -1.824 4.987
H 0.782 -0.485 4.053
H 2.284 -0.250 4.967
C 0.889 2.729 0.988
C 1.332 2.272 2.179
C 0.477 2.120 3.438
C -0.946 1.538 3.302
C -1.127 0.187 2.675
C -0.968 -0.152 1.390
C -0.363 0.602 0.252
C -0.388 2.164 0.339
H 0.375 3.121 3.898
H -1.539 2.326 2.836
H 1.015 1.522 4.186
H -1.272 2.406 0.947
H 1.382 3.573 0.458
H 2.416 2.218 2.373
H -0.517 2.595 -0.672
H 0.681 0.271 0.109
H -1.283 -1.147 1.036
H -0.880 0.292 -0.700
H -1.417 1.427 4.298
H -1.376 -0.653 3.342
P -2.528 1.359 -2.909
P -3.795 -1.070 -3.949
C -4.144 1.660 -3.854
C -4.514 0.463 -4.715
H -4.037 2.574 -4.457
H -4.939 1.821 -3.114
H -5.600 0.322 -4.825
H -4.045 0.540 -5.702
C -4.513 -2.204 -5.243
H -4.358 -3.250 -4.928
H -3.928 -2.060 -6.163
H -5.580 -1.970 -5.433
C -5.131 -1.343 -2.711
H -6.130 -1.117 -3.110
H -4.963 -0.760 -1.801
H -5.090 -2.381 -2.359
C -1.524 2.624 -3.759
H -0.603 2.794 -3.194
H -2.089 3.557 -3.872
H -1.243 2.227 -4.741
C -3.076 2.289 -1.397
H -3.999 1.836 -1.006
H -3.212 3.359 -1.627
H -2.314 2.163 -0.621
O 3.752 0.201 -2.215
C 3.370 1.194 -1.484
O 2.143 1.603 -1.480
H 4.104 1.711 -0.811
*
```

Mulliken population analysis, charges in e, atoms 1 to 2:
1. Sn 1.205
2. C 0.730



(3)
The following is a DFT calculation (ωB97M-V with the def2-TZVPD basis set) of a molecular structure, C23H23IrN5O9P2 at a distorted geometry.

**Expectation value of S²**: 0.76
**Gap between HOMO and LUMO (spin up / spin down)**: 0.238 / 0.241 Ha

```
! RIJCOSX wB97M-V def2-TZVPD def2/J DEFGRID3
* xyz 2 2
Ir 0.276 0.162 -0.283
C -2.429 2.446 -2.808
C -3.364 1.499 -3.179
C -3.420 0.296 -2.489
C -2.525 0.069 -1.466
N -1.568 0.966 -1.161
C -1.532 2.137 -1.801
C -2.520 -1.117 -0.620
C -3.490 -2.105 -0.587
C -3.331 -3.151 0.309
C -2.230 -3.179 1.153
C -1.305 -2.154 1.065
N -1.474 -1.167 0.191
C -0.102 -2.003 1.879
C 0.316 -2.904 2.837
C 1.461 -2.628 3.574
C 2.144 -1.446 3.350
C 1.686 -0.595 2.360
N 0.602 -0.882 1.638
H -2.380 3.414 -3.285
H -4.053 1.691 -3.990
H -4.157 -0.450 -2.748
H -0.770 2.834 -1.508
H -4.357 -2.061 -1.229
H -4.066 -3.942 0.354
H -2.110 -3.982 1.865
H -0.241 -3.812 3.015
H 1.803 -3.331 4.322
H 3.016 -1.181 3.929
H 2.193 0.331 2.133
C 3.811 2.732 0.937
C 3.450 2.545 -0.527
O 4.177 3.430 -1.328
P 3.532 0.814 -1.071
O 4.984 0.339 -0.723
O 3.498 0.750 -2.636
O 2.475 -0.005 -0.357
P 1.617 2.813 -0.845
O 1.415 4.377 -0.767
O 1.387 2.318 -2.225
O 0.823 2.111 0.291
H 4.789 2.298 1.146
H 3.071 2.265 1.584
H 3.877 3.798 1.155
H 4.025 3.276 -2.270
H 5.422 -0.248 -1.352
H 2.635 1.025 -3.008
H 1.426 4.783 0.109
O 0.463 -0.198 -2.426
N 0.847 -1.347 -2.851
N 0.962 -2.250 -2.005
O 0.750 -2.027 -0.735
C 1.333 -3.581 -2.424
C 1.260 -3.934 -3.765
C 1.598 -5.226 -4.127
C 2.002 -6.143 -3.164
C 2.071 -5.770 -1.830
C 1.733 -4.482 -1.450
H 0.938 -3.212 -4.502
H 1.538 -5.516 -5.167
H 2.263 -7.149 -3.462
H 2.392 -6.483 -1.083
H 1.782 -4.161 -0.419
*
```

natural (NBO) population analysis, charges in e, atoms 1 to 2:
1. Ir 1.654
2. C -0.203



(4)
The following is a DFT calculation (ωB97M-V with the def2-TZVPD basis set) of a molecular structure, C4H12N2O at a distorted geometry.

**Gap between HOMO and LUMO**: 0.334 Ha

```
! RIJCOSX wB97M-V def2-TZVPD def2/J DEFGRID3
* xyz 0 1
C -1.285 -0.260 -0.590
C -0.207 -1.152 -1.008
C 0.805 -1.617 0.083
N 1.931 -0.728 0.161
N -0.048 1.357 -0.382
C -0.471 2.025 0.775
O -0.160 1.593 2.067
H -2.134 -0.249 -1.207
H -1.602 -0.335 0.596
H -0.684 -2.025 -1.457
H 0.368 -0.609 -1.819
H 0.233 -1.608 1.033
H 1.033 -2.656 -0.165
H 2.714 -1.049 -0.473
H 1.583 0.159 -0.175
H -0.890 0.829 -0.884
H -0.141 3.096 0.803
H -1.631 2.175 0.817
H 0.587 1.054 1.823
*
```

natural (NBO) population analysis, charges in e, atoms 1 to 2:
1. C -0.301
2. C -0.459



(5)
The following is a DFT calculation (ωB97M-V with the def2-TZVPD basis set) of a molecular structure, HO2SSc at a distorted geometry.

**Gap between HOMO and LUMO**: 0.300 Ha

```
! RIJCOSX wB97M-V def2-TZVPD def2/J DEFGRID3
* xyz 2 1
S -1.382 -0.714 -0.029
O 0.130 -0.593 0.172
Sc 1.305 1.157 0.198
O -1.977 0.621 0.155
H 1.924 -0.470 -0.497
*
```

natural (NBO) population analysis, charges in e, atoms 1 to 2:
1. S 1.812
2. O -1.000



(6)
The following is a DFT calculation (ωB97M-V with the def2-TZVPD basis set) of 2 unconnected molecules or ions with the total composition C10H19F6N2OP.

**Gap between HOMO and LUMO**: 0.364 Ha

```
! RIJCOSX wB97M-V def2-TZVPD def2/J DEFGRID3
* xyz 0 1
C 1.052 3.908 -1.532
C 0.898 2.391 -1.386
C 2.198 1.694 -1.815
C 0.506 2.082 0.064
N -0.236 0.830 0.230
C -1.614 0.769 0.183
C -1.960 -0.511 0.333
N -0.797 -1.204 0.481
C 0.254 -0.391 0.418
C 1.669 -0.793 0.586
C 2.278 -0.332 1.930
C 2.571 -1.510 2.843
O 3.033 -1.125 4.123
H 1.145 4.170 -2.583
H 1.972 4.229 -1.039
H 0.217 4.451 -1.093
H 0.080 2.046 -2.022
H 2.743 2.308 -2.528
H 2.015 0.733 -2.295
H 2.845 1.523 -0.954
H 1.370 2.084 0.727
H -0.171 2.858 0.415
H -2.245 1.626 0.041
H -2.923 -0.984 0.363
H -0.732 -2.202 0.613
H 1.722 -1.880 0.517
H 2.250 -0.401 -0.244
H 1.576 0.320 2.457
H 3.187 0.246 1.757
H 3.304 -2.170 2.370
H 1.648 -2.068 3.012
H 3.552 -0.318 4.047
F -6.113 -2.733 -0.578
P -4.793 -3.206 -1.444
F -3.934 -2.549 -0.150
F -5.497 -2.226 -2.569
F -3.369 -2.759 -2.198
F -4.870 -4.363 -2.608
F -4.830 -4.540 -0.470
*
```

natural (NBO) population analysis, charges in e, atoms 1 to 2:
1. C -0.601
2. C -0.235



(7)
The following is a DFT calculation (ωB97M-V with the def2-TZVPD basis set) of C20H20N6 in the gas phase at a distorted geometry.

**Structure (SMILES)**: CCN(c1ccccc1)c1nc(C#N)nc(N(CC)c2ccccc2)n1
**Gap between HOMO and LUMO**: 0.320 Ha

```
! RIJCOSX wB97M-V def2-TZVPD def2/J DEFGRID3
* xyz 0 1
C 1.961 0.225 2.641
H 1.680 -0.068 3.650
H 1.532 1.201 2.429
H 3.044 0.302 2.587
C 1.466 -0.801 1.627
N 0.020 -0.915 1.662
C -0.718 -0.542 0.602
N -0.083 -0.079 -0.475
C -0.847 0.251 -1.513
N -2.188 0.145 -1.526
C -2.706 -0.339 -0.409
N -2.052 -0.698 0.679
C -4.131 -0.477 -0.377
N -5.271 -0.575 -0.357
N -0.264 0.749 -2.621
C 1.135 0.819 -2.755
C 1.938 -0.252 -2.371
C 3.310 -0.181 -2.516
C 3.901 0.947 -3.060
C 3.105 2.005 -3.463
C 1.732 1.946 -3.312
H 1.127 2.784 -3.621
H 3.555 2.888 -3.894
H 4.973 0.999 -3.174
H 3.922 -1.018 -2.213
H 1.481 -1.140 -1.966
C -1.117 1.236 -3.692
C -1.786 2.567 -3.358
H -2.376 2.901 -4.206
H -1.050 3.331 -3.118
H -2.446 2.439 -2.504
H -0.501 1.326 -4.589
H -1.894 0.487 -3.867
C -0.596 -1.347 2.860
C -1.609 -0.594 3.444
C -2.198 -1.019 4.620
C -1.776 -2.187 5.232
C -0.762 -2.934 4.657
C -0.174 -2.520 3.476
H 0.603 -3.119 3.027
H -0.430 -3.849 5.125
H -2.236 -2.516 6.152
H -2.987 -0.430 5.064
H -1.934 0.319 2.972
H 1.914 -1.777 1.835
H 1.736 -0.493 0.616
*
```

natural (NBO) population analysis, charges in e, atoms 1 to 2:
1. C -0.618
2. H 0.213



(8)
The following is a DFT calculation (ωB97M-V with the def2-TZVPD basis set) of a molecular structure, C7H14PSY at a distorted geometry.

**Gap between HOMO and LUMO**: 0.164 Ha

```
! RIJCOSX wB97M-V def2-TZVPD def2/J DEFGRID3
* xyz 0 1
C -0.744 1.400 -1.389
C -1.548 2.397 -1.989
C -0.708 3.477 -2.400
C 0.641 3.165 -2.060
C 0.672 1.897 -1.431
Y 0.739 -0.283 1.562
P 0.162 -2.991 1.475
H -1.073 0.432 -1.005
H -2.629 2.344 -2.112
H -1.043 4.385 -2.891
H 1.553 1.352 -1.082
H 1.510 3.794 -2.247
H 1.159 -3.820 0.840
H -0.968 -3.403 0.685
H -0.110 -3.804 2.630
C -0.790 1.996 2.113
S -1.514 0.372 2.501
C 1.931 -0.362 3.442
H -1.363 2.515 1.334
H 0.288 2.019 1.781
H -0.817 2.600 3.031
H 2.028 0.655 3.848
H 1.477 -0.996 4.210
H 2.939 -0.738 3.211
*
```

natural (NBO) population analysis, charges in e, atoms 1 to 2:
1. C -0.391
2. C -0.325